{"formula": "C11H21IO5", "method": "ωB97M-V/def2-TZVPD", "homo_lumo_gap_ha": 0.350, "smiles": "CCO[C@@H](CCCI)OC=O.CCOC(C)=O", "elements": ["C", "C", "O", "C", "C", "C", "C", "I", "O", "C", "O", "H", "H", "H", "H", "H", "H", "H", "H", "H", "H", "H", "H", "H", "O", "C", "O", "C", "C", "C", "H", "H", "H", "H", "H", "H", "H", "H"], "xyz": [[4.06806, -0.70206, -1.75208], [3.43692, -1.98252, -1.24639], [2.04205, -1.93773, -1.54140], [1.37049, -3.13499, -1.43000], [-0.05473, -2.92005, -0.97413], [-0.86185, -1.94733, -1.82635], [-0.47879, -0.47291, -1.79523], [-0.01765, 0.32014, 0.13604], [1.38035, -3.85739, -2.70890], [1.80696, -3.24972, -3.83585], [1.35699, -2.24514, -4.29406], [5.13138, -0.85449, -1.94294], [3.59732, -0.41169, -2.69275], [3.95801, 0.11237, -1.03638], [3.89322, -2.86135, -1.71942], [3.56187, -2.08295, -0.16239], [1.89721, -3.81147, -0.74920], [-0.03404, -2.60959, 0.07338], [-0.53918, -3.89900, -1.00939], [-0.75337, -2.25931, -2.87062], [-1.91910, -2.04827, -1.57268], [-1.31623, 0.13790, -2.12126], [0.37832, -0.26285, -2.42599], [2.63588, -3.80268, -4.30322], [-3.59430, 1.47703, 1.42570], [-2.96093, 2.28357, 2.04722], [-2.78627, 2.07667, 3.37363], [-1.95178, 2.91064, 4.18380], [-2.67351, 4.15303, 4.66105], [-2.40802, 3.53310, 1.40251], [-1.02604, 3.15221, 3.66009], [-1.68603, 2.27793, 5.02938], [-2.95869, 4.79686, 3.82889], [-2.02994, 4.72572, 5.33008], [-3.57760, 3.87566, 5.20255], [-3.21007, 4.27070, 1.35527], [-2.11841, 3.27403, 0.38769], [-1.55848, 3.97592, 1.91332]], "forces_ev_per_angstrom": [[0.1, 0.0, -0.1], [0.1, 0.0, 0.0], [0.0, 0.0, 0.1], [-0.2, 0.3, 0.0], [0.0, -0.1, -0.1], [0.0, 0.0, -0.1], [-0.1, 0.0, -0.2], [0.1, 0.1, 0.1], [0.5, -0.3, 0.1], [-0.1, 0.1, 0.1], [0.0, 0.2, 0.0], [0.0, 0.0, 0.1], [0.0, 0.0, 0.0], [-0.1, 0.0, -0.1], [-0.1, 0.0, -0.1], [0.0, -0.1, 0.0], [0.0, 0.0, -0.1], [0.0, 0.0, 0.0], [0.0, 0.0, 0.0], [-0.1, 0.1, 0.0], [0.1, 0.0, 0.1], [0.0, 0.0, -0.1], [0.1, 0.0, 0.2], [-0.2, -0.1, -0.1], [0.0, 0.1, 0.0], [-0.1, 0.0, 0.0], [0.1, 0.0, 0.0], [0.0, 0.0, 0.0], [0.0, 0.0, 0.0], [0.1, -0.1, 0.0], [0.0, 0.0, 0.0], [0.0, 0.0, 0.0], [0.0, 0.0, 0.0], [0.0, 0.0, 0.0], [0.0, 0.0, 0.0], [0.0, 0.0, 0.0], [0.0, 0.0, 0.0], [0.0, 0.0, 0.0]]}

---

{"formula": "C11H21N2", "method": "ωB97M-V/def2-TZVPD", "homo_lumo_gap_ha": [0.273, 0.273], "smiles": "C#[N+][C@@H]1CCCC[C@@H]1N(C)C(C)C", "charge": 1, "elements": ["C", "C", "C", "C", "C", "C", "C", "C", "C", "C", "C", "N", "N", "H", "H", "H", "H", "H", "H", "H", "H", "H", "H", "H", "H", "H", "H", "H", "H", "H", "H", "H", "H", "H"], "xyz": [[0.35447, 0.11351, 2.34652], [1.09569, -3.06822, 0.03618], [1.76590, -2.18309, -0.96109], [-0.34717, -2.73888, 0.28451], [1.67127, -0.70142, -0.60106], [-0.55553, -1.34541, 0.59323], [0.26393, -0.38109, -0.44791], [-1.82464, 1.86172, -1.60013], [-1.58485, 2.52718, 0.89091], [1.02011, 2.12574, -0.02198], [-1.36944, 1.49369, -0.10645], [-0.14860, -0.85082, 1.88426], [0.00167, 1.01313, -0.16016], [0.62572, 0.55729, 3.22146], [1.30554, -4.06309, -0.27684], [1.58215, -2.99486, 1.06303], [2.78674, -2.45270, -1.01438], [1.35272, -2.41528, -2.03517], [-1.04161, -3.05141, -0.54415], [-0.69280, -3.48642, 1.09848], [2.36792, -0.52620, 0.32819], [2.06357, -0.11698, -1.46913], [-1.54814, -1.09790, 0.72936], [-0.35914, -0.65479, -1.29253], [-2.14834, 1.10046, -2.22938], [-2.60821, 2.59043, -1.44096], [-0.96023, 2.26370, -2.08443], [-1.57622, 3.53393, 0.63580], [-0.86074, 2.62273, 1.70495], [-2.52815, 2.47485, 1.38229], [2.03779, 1.77729, 0.16258], [0.94807, 2.78533, -0.96565], [0.88571, 2.72022, 0.94998], [-1.97515, 0.56731, -0.06035]], "forces_ev_per_angstrom": [[-2.1, -3.5, -2.7], [0.9, 0.4, 1.6], [-0.7, 0.1, -2.0], [-1.2, -4.5, 0.2], [2.5, -0.8, -0.2], [1.9, 2.0, 1.1], [-2.9, 2.3, 1.1], [0.9, 2.0, 2.6], [-0.3, 0.5, 2.6], [-0.4, 0.3, -0.2], [-0.3, -2.8, -4.0], [2.2, 1.4, 0.8], [1.9, 0.4, 2.2], [0.8, 1.7, 2.0], [-0.5, -1.1, -0.1], [-0.1, 0.1, -1.2], [1.2, -0.3, -0.1], [0.5, 0.6, 1.9], [0.8, 0.6, 0.3], [0.2, 1.6, -0.9], [-1.6, 0.0, -1.5], [-0.1, -0.2, 0.9], [-2.5, 0.4, -1.0], [0.3, -0.1, -0.9], [-0.8, -1.8, -0.6], [-0.2, 0.3, -0.6], [0.3, 0.9, -0.4], [0.1, 1.8, -1.8], [0.0, -1.0, 0.1], [-1.0, -0.6, 0.3], [-0.1, -0.4, -0.8], [0.4, -0.8, 1.7], [-0.4, -0.6, -1.8], [0.0, 0.7, 1.3]]}

---

{"formula": "C11H21N3O4", "method": "ωB97M-V/def2-TZVPD", "homo_lumo_gap_ha": 0.342, "smiles": "CC(C)C[C@H](NC(=O)[C@@H](N)CCC(N)=O)C(=O)O", "elements": ["C", "C", "C", "C", "C", "C", "C", "C", "C", "C", "C", "H", "H", "H", "H", "H", "H", "H", "H", "H", "H", "H", "H", "H", "H", "H", "H", "H", "H", "H", "H", "H", "N", "N", "N", "O", "O", "O", "O"], "xyz": [[-1.70956, -0.74134, 0.44526], [-0.71921, 0.03806, -0.24076], [-1.01685, -2.30688, 0.23711], [-1.78305, -3.47390, 1.01059], [-3.25358, -4.05040, 0.85854], [1.65531, 0.55709, -0.60992], [2.68615, -0.56511, -0.94259], [2.38132, 1.66698, 0.31578], [1.48609, 2.96824, 0.12095], [1.04041, 3.20630, -1.26988], [2.15444, 4.17332, 0.73436], [-3.42648, -0.27333, -0.89756], [-3.99060, -0.27775, 0.76449], [-1.56055, -0.36730, 1.54558], [0.15299, -2.22315, 0.53223], [-1.16195, -2.62758, -0.77566], [-1.31253, -4.58115, 0.56093], [-1.55055, -3.31514, 2.11831], [-4.79692, -3.64604, -0.45945], [-3.66628, -2.35024, 0.06000], [0.92222, -1.29361, 0.22755], [1.50468, 1.10949, -1.65130], [2.48829, 1.19549, 1.32921], [3.65682, 1.73825, 0.04793], [0.76538, 2.93991, 0.93880], [0.47565, 4.06955, -1.29179], [1.71938, 3.34511, -2.14443], [0.30292, 2.40515, -1.53901], [2.30832, 3.86756, 1.79916], [3.29258, 4.36747, 0.45655], [1.49941, 5.12090, 0.80481], [4.33230, -0.75942, -1.74185], [-3.16054, -0.77484, 0.03529], [-4.06583, -3.27897, 0.20215], [0.60260, -0.15855, 0.10840], [-1.14041, 1.14397, -0.87819], [-3.45842, -5.31185, 1.23566], [2.80547, -1.51477, -0.23635], [3.54058, -0.02152, -1.81088]], "forces_ev_per_angstrom": [[-0.2, -3.4, 2.0], [-0.7, 7.6, -2.6], [-1.7, 0.3, 2.2], [2.1, -2.8, 0.8], [1.4, -5.8, 1.7], [1.8, 0.1, -1.4], [-1.1, 4.6, 1.4], [2.1, -1.2, -1.2], [2.8, -0.1, 1.7], [-1.2, -2.0, -1.7], [2.8, 1.4, 1.8], [1.5, -1.0, 2.1], [3.9, -1.7, -2.4], [-0.6, -1.2, -1.8], [-3.7, -1.6, -0.3], [0.5, 0.6, -1.0], [-0.6, 3.3, 1.8], [-0.3, -0.9, -1.4], [1.0, 0.4, 1.6], [-0.5, 0.4, -0.6], [-0.6, 4.9, -0.4], [-0.7, -1.7, 2.4], [-0.7, 0.9, -0.6], [-3.9, 0.3, 0.1], [-1.4, -1.0, -1.1], [-1.3, 2.1, 0.1], [0.4, -0.4, 1.2], [0.6, 1.0, 0.0], [-0.1, 0.5, -0.4], [-2.5, 0.0, -0.2], [1.2, -1.4, -0.6], [-2.2, 2.7, -0.8], [-2.4, 3.4, 0.5], [-2.2, -0.2, -1.9], [-0.2, -2.3, -1.5], [2.1, -5.2, 2.2], [0.8, 5.9, -1.6], [0.6, -2.0, -0.4], [3.4, -4.5, 0.2]]}

---

{"formula": "C11H21N3O4", "method": "ωB97M-V/def2-TZVPD", "homo_lumo_gap_ha": 0.354, "smiles": "CC[C@H](C)[C@H](N)C(=O)N[C@@H](CCC(N)=O)C(=O)O", "elements": ["C", "C", "C", "C", "C", "C", "C", "C", "C", "C", "C", "H", "H", "H", "H", "H", "H", "H", "H", "H", "H", "H", "H", "H", "H", "H", "H", "H", "H", "H", "H", "H", "N", "N", "N", "O", "O", "O", "O"], "xyz": [[1.71833, 0.71539, 0.26957], [0.61666, 0.61462, 1.31019], [2.56714, -0.57708, 0.21546], [1.71281, -1.77186, 0.18318], [3.62962, -0.52045, -0.99294], [4.87456, -1.52716, -1.09345], [-1.12149, 0.53717, -0.51227], [-1.27716, 1.96931, -0.98739], [-2.46649, -0.30775, -0.63361], [-3.57569, 0.07481, 0.33560], [-4.85072, -0.79044, 0.02178], [3.32747, 1.34832, 1.78165], [2.16366, 2.67298, 1.11967], [1.46220, 0.94450, -0.84872], [3.09015, -0.57625, 1.24490], [0.82671, -1.79881, -0.61921], [1.13716, -2.01907, 1.21491], [2.55254, -2.47133, 0.14579], [3.06153, -0.26505, -1.86020], [4.05024, 0.53084, -0.78646], [4.49239, -2.52437, -1.44726], [5.19800, -1.67628, -0.06999], [5.56426, -1.36828, -1.88002], [-1.26391, 0.73597, 1.81673], [-0.41386, 0.06122, -1.20826], [-2.82438, -0.20888, -1.61355], [-2.45759, -1.49952, -0.49176], [-3.76232, 1.16608, 0.15519], [-3.41158, -0.31732, 1.34436], [-6.15497, 0.44291, 1.28962], [-6.84244, -1.14292, 1.01829], [-0.88998, 3.67341, -0.49193], [2.71378, 1.70643, 0.86675], [-0.74526, 0.63164, 0.95330], [-5.99370, -0.50321, 0.74319], [0.79580, 0.59455, 2.50966], [-2.04429, 2.48210, -1.84392], [-5.00311, -1.84493, -0.71788], [-0.45608, 2.80877, -0.44097]], "forces_ev_per_angstrom": [[2.9, 0.7, 0.3], [-2.8, 0.0, 0.1], [0.8, 1.1, 0.8], [-2.6, -2.1, 1.3], [1.3, 2.7, 2.1], [-4.2, -1.2, 0.3], [-2.6, -0.7, 2.0], [-3.1, 1.8, -3.8], [0.6, -2.3, 1.4], [-1.2, -0.4, -1.6], [-2.9, -3.9, -1.8], [-2.9, 1.0, -3.1], [2.0, -3.3, -0.5], [0.2, 0.2, 2.4], [-0.4, -0.3, -1.6], [2.5, -0.2, 1.2], [1.4, 0.8, -2.2], [-1.1, -1.4, -0.7], [-0.3, -0.8, -1.2], [-0.1, -1.5, -0.3], [0.0, 0.5, 0.7], [0.8, 0.1, -0.2], [1.1, 1.2, -0.2], [-0.9, -0.2, -0.7], [0.2, 0.0, 1.0], [-0.5, 0.4, -1.5], [1.2, 2.6, -0.4], [-0.3, -0.8, 1.0], [0.5, 1.0, 0.2], [1.1, -2.6, -1.6], [2.9, 1.1, -1.7], [0.4, 0.1, -0.5], [-0.6, 2.5, 1.6], [3.3, -1.0, -2.5], [-2.3, 2.6, 3.2], [1.2, -0.1, 0.2], [0.9, -2.7, 2.0], [2.3, 4.0, 2.3], [1.6, 0.9, 2.2]]}

---

{"formula": "C11H21N5O3", "method": "ωB97M-V/def2-TZVPD", "homo_lumo_gap_ha": 0.316, "elements": ["C", "C", "C", "C", "C", "C", "C", "C", "C", "C", "C", "H", "H", "H", "H", "H", "H", "H", "H", "H", "H", "H", "H", "H", "H", "H", "H", "H", "H", "H", "H", "H", "N", "N", "N", "N", "N", "O", "O", "O"], "xyz": [[1.76039, -0.18086, 0.61739], [0.38052, -0.67466, 0.61895], [2.34553, -0.12634, -0.83751], [1.66203, 0.84271, -1.83009], [0.98538, 0.00808, -2.93128], [-1.08590, -1.17826, -3.60887], [-0.30454, 1.46964, 1.98378], [0.32876, 1.03164, 3.28620], [-1.65727, 1.76635, 2.31724], [-2.41860, 0.45281, 2.52213], [-1.75836, -0.35579, 1.42137], [2.34332, -2.08624, 0.67263], [2.14674, -1.39448, 2.17420], [1.84514, 0.58671, 1.24313], [2.40657, -1.13778, -1.27169], [3.43619, 0.23160, -1.02879], [0.60115, 1.27306, -1.43128], [2.34022, 1.75794, -2.15247], [1.91180, -0.67609, -3.24573], [0.77627, 0.64925, -3.96163], [0.06430, -1.51610, -1.85616], [-0.41860, -0.36696, -5.10891], [-1.81589, -2.55606, -1.84697], [-3.14459, -2.13666, -3.51147], [0.43713, 2.20253, 1.56157], [-1.59595, 2.51950, 3.16256], [-2.16370, 2.36454, 1.52463], [-3.51626, 0.52280, 2.17435], [-2.29075, -0.01823, 3.50486], [-2.36565, -0.18418, 0.62657], [-1.82432, -1.45071, 1.72849], [0.69246, 3.05268, 3.76416], [2.68068, -1.27984, 1.27884], [-0.21851, -0.79922, -2.61709], [-1.15875, -0.90682, -4.80795], [-1.89441, -2.26950, -3.06793], [-0.47970, 0.30447, 1.21057], [-0.12026, -1.64714, -0.01038], [0.36039, -0.15168, 3.58289], [0.72706, 2.05729, 4.14971]], "forces_ev_per_angstrom": [[3.7, -5.5, -3.0], [-2.8, 1.8, -1.4], [1.5, 2.1, -0.8], [-4.0, 1.5, 0.6], [2.3, -0.2, -4.7], [-0.5, -3.4, 3.7], [4.1, -1.3, -0.1], [0.4, -0.6, 1.6], [-3.8, 4.4, 1.6], [-1.2, 0.4, -0.6], [-0.5, -0.7, 3.1], [0.9, 0.6, 1.3], [1.0, -0.5, -0.6], [0.6, 3.7, 1.8], [-0.6, 0.2, 0.4], [-1.4, -0.8, 1.8], [2.6, -0.2, 0.1], [-1.6, -2.2, 0.3], [-2.0, 0.8, 0.0], [0.4, -1.4, 2.9], [-1.3, 1.5, -1.7], [1.7, 1.6, -0.9], [-0.6, 1.9, -5.0], [5.3, -0.6, 2.1], [-1.4, -0.2, -0.2], [-0.7, -1.0, -0.5], [0.4, -0.6, 0.2], [1.5, 0.2, 1.4], [-0.2, 0.4, -0.2], [-1.5, -0.1, -2.9], [1.0, 1.4, -0.8], [-0.1, -3.7, 0.9], [-3.1, 0.1, -0.6], [3.4, 0.8, 2.0], [-2.1, -0.4, -1.5], [-4.5, -0.2, 1.6], [0.6, -5.4, -2.9], [1.9, 1.8, 2.3], [0.6, 2.4, 0.4], [-0.2, 1.5, -1.5]]}

---

{"formula": "C11H22AsMnN2O8", "method": "ωB97M-V/def2-TZVPD", "multiplicity": 2, "homo_lumo_gap_ha": [0.258, 0.236], "charge": -1, "elements": ["Mn", "O", "C", "C", "N", "C", "C", "O", "O", "C", "C", "O", "O", "H", "H", "H", "H", "H", "H", "H", "H", "H", "N", "C", "C", "O", "O", "H", "H", "H", "H", "C", "As", "C", "C", "O", "H", "H", "H", "H", "H", "H", "H", "H", "H"], "xyz": [[0.05169, -0.07750, 0.54339], [-1.55397, -2.14028, -0.71542], [-2.55859, -1.55112, -1.50077], [-2.42143, -0.04727, -1.60871], [-2.06460, 0.59426, -0.36357], [-1.88171, 2.02643, -0.58086], [-0.46255, 2.37399, -1.00318], [-0.23481, 3.42574, -1.60041], [0.40256, 1.53433, -0.60994], [-2.96873, 0.36284, 0.75312], [-2.28691, 0.85905, 2.04871], [-2.97307, 1.41768, 2.89789], [-1.04145, 0.60025, 2.11975], [-0.67522, -1.87227, -1.04431], [-3.51053, -1.82976, -1.04032], [-2.56969, -1.95012, -2.52537], [-3.36824, 0.35110, -2.01788], [-1.63704, 0.20436, -2.32938], [-2.03845, 2.54775, 0.36742], [-2.60823, 2.43773, -1.29360], [-3.14687, -0.71129, 0.85097], [-3.93483, 0.87407, 0.63629], [0.39616, -1.71401, 1.70661], [0.83704, -2.84180, 0.88836], [1.49174, -2.32988, -0.40479], [2.34076, -3.02140, -0.95030], [1.01823, -1.21811, -0.84159], [1.17350, -1.30501, 2.22091], [-0.33864, -1.93411, 2.36844], [-0.04627, -3.40468, 0.57593], [1.51766, -3.52460, 1.40278], [3.87526, 2.21303, 2.34018], [2.42234, 1.98095, 1.09381], [1.19369, 3.40364, 1.48462], [3.25252, 2.19081, -0.62563], [1.79648, 0.48226, 1.46017], [4.31954, 3.20102, 2.22354], [4.62455, 1.44678, 2.14941], [3.48805, 2.09596, 3.35050], [1.59532, 4.03149, 2.28082], [0.27650, 2.91881, 1.82455], [1.00430, 3.98542, 0.58547], [4.21049, 2.69885, -0.50751], [2.57424, 2.73716, -1.27374], [3.39474, 1.18587, -1.02517]], "forces_ev_per_angstrom": [[0.0, 0.6, -0.1], [-0.3, -0.3, -0.2], [0.0, -0.2, -0.1], [-0.1, 0.1, -0.3], [0.1, -0.1, 0.2], [-0.1, 0.1, 0.0], [-0.2, 0.2, -0.1], [0.0, 0.1, 0.0], [0.4, 0.1, 0.0], [-0.1, 0.0, 0.1], [-0.2, -0.3, -0.1], [-0.1, 0.1, 0.2], [0.1, 0.4, 0.0], [0.1, 0.1, -0.1], [0.0, 0.1, 0.0], [0.0, -0.1, 0.1], [0.0, 0.0, 0.0], [0.0, 0.0, 0.0], [0.0, 0.0, 0.0], [0.0, 0.0, 0.0], [0.0, 0.1, 0.1], [0.0, 0.0, 0.0], [-0.1, -0.3, 0.4], [0.0, -0.2, 0.1], [0.2, -0.3, 0.0], [0.1, 0.0, 0.0], [-0.2, 0.1, -0.3], [-0.1, -0.1, 0.0], [0.0, -0.1, -0.1], [0.1, 0.0, 0.1], [0.0, 0.1, 0.0], [0.0, 0.0, 0.0], [-0.2, -0.1, 0.1], [0.0, 0.0, 0.1], [0.0, -0.1, 0.0], [0.4, 0.0, 0.1], [0.0, 0.0, 0.0], [0.0, 0.0, 0.0], [0.0, 0.0, 0.0], [0.0, 0.0, 0.0], [0.0, 0.0, 0.0], [-0.1, 0.0, 0.0], [0.0, 0.0, 0.0], [0.0, 0.0, 0.0], [0.0, 0.0, 0.0]]}

---

What is the formula in the fourth record? C11H21N3O4